1.
49
Properties=species:S:1:pos:R:3 method="wB97M-V/def2-TZVPD" e_above_lowest_kcal_mol=16.1 total_energy_ev=-29708.36166 charge=+1
C -0.492 -1.099 0.544
C 0.783 -1.303 1.173
C 1.907 -1.746 0.441
C 3.049 -2.206 1.097
C 3.106 -2.194 2.500
C 2.023 -1.706 3.244
C 0.875 -1.262 2.591
C -1.584 -0.371 1.154
C -2.816 -0.859 0.588
C -4.050 -0.480 1.101
C -4.074 0.442 2.156
C -2.874 0.965 2.680
C -1.622 0.558 2.192
C -2.480 -1.831 -0.442
C -1.037 -1.952 -0.498
C -0.473 -2.923 -1.328
C -1.324 -3.683 -2.146
C -2.726 -3.557 -2.080
C -3.313 -2.637 -1.200
H 1.871 -1.758 -0.647
H 3.893 -2.587 0.519
H 3.995 -2.560 3.018
H 2.057 -1.688 4.335
H -0.002 -0.995 3.179
H -4.956 -0.895 0.658
H -5.032 0.770 2.562
H -2.925 1.702 3.483
H -0.693 0.945 2.620
H 0.599 -3.118 -1.320
H -0.890 -4.400 -2.843
H -3.361 -4.176 -2.713
H -4.394 -2.517 -1.103
C 0.085 1.500 -2.512
C 1.009 2.604 -3.088
N 1.697 3.013 -1.898
C 2.644 4.051 -1.537
C 2.772 3.880 -0.014
N 1.944 2.719 0.284
C 1.276 2.282 -0.825
N 0.381 1.345 -1.072
H -0.980 1.765 -2.652
H 0.290 0.549 -3.026
H 1.690 2.154 -3.828
H 0.433 3.415 -3.554
H 3.614 3.882 -2.022
H 2.303 5.070 -1.759
H 3.800 3.660 0.277
H 2.423 4.772 0.517
H 1.578 2.458 1.195


2.
53
Properties=species:S:1:pos:R:3 method="wB97M-V/def2-TZVPD" e_above_lowest_kcal_mol=208.2 total_energy_ev=-37341.12952
N 5.435 3.348 -4.093
C 4.418 2.866 -3.768
C 3.176 2.274 -3.350
C 2.188 3.079 -2.765
C 0.995 2.527 -2.337
C 0.741 1.139 -2.510
C -0.498 0.566 -2.043
C -0.767 -0.781 -1.969
N -1.881 -1.198 -1.270
O -2.192 -2.376 -1.008
O -2.656 -0.208 -0.919
C 1.734 0.336 -3.124
C 2.924 0.911 -3.549
H 2.376 4.146 -2.632
H 0.243 3.137 -1.822
H -1.273 1.278 -1.763
H -0.126 -1.565 -2.382
H 1.565 -0.738 -3.253
H 3.676 0.307 -4.059
C -4.541 -2.826 3.966
N -4.469 -2.033 2.758
C -5.640 -2.071 1.909
C -3.321 -1.411 2.347
C -2.043 -1.924 2.692
C -0.924 -1.436 2.061
N -0.985 -0.359 1.215
C 0.140 0.279 0.768
C 1.342 -0.441 0.531
C 2.630 0.326 0.426
C 3.819 -0.404 0.266
C 5.023 0.250 0.011
C 5.049 1.648 -0.115
C 3.879 2.384 0.101
C 2.691 1.727 0.418
O 1.349 -1.677 0.320
C -2.232 0.231 0.915
C -3.379 -0.274 1.527
H -3.792 -2.490 4.694
H -5.544 -2.696 4.396
H -4.387 -3.897 3.756
H -5.439 -1.518 0.987
H -5.892 -3.113 1.658
H -6.495 -1.621 2.429
H -1.932 -2.745 3.395
H 0.058 -1.875 2.208
H 0.058 1.359 0.645
H 3.773 -1.493 0.326
H 5.935 -0.340 -0.098
H 5.982 2.161 -0.364
H 3.888 3.472 -0.003
H 1.799 2.314 0.626
H -2.147 1.258 0.567
H -4.331 0.185 1.279


3.
60
Properties=species:S:1:pos:R:3 method="wB97M-V/def2-TZVPD" e_above_lowest_kcal_mol=0.0 spin_multiplicity=3 total_energy_ev=-61508.78141 charge=-1
Pt -0.736 0.561 2.070
F 1.822 2.162 6.524
C 1.054 1.231 5.921
C 0.650 1.427 4.620
C -0.144 0.461 4.003
C -0.523 -0.698 4.714
C -0.073 -0.826 6.020
F -0.383 -1.928 6.750
C 0.710 0.113 6.653
C -1.335 -1.717 4.002
C -1.945 -2.825 4.587
C -2.654 -3.709 3.791
C -2.753 -3.486 2.430
C -2.147 -2.353 1.918
N -1.467 -1.508 2.685
H 0.958 2.315 4.082
H 1.042 -0.031 7.671
H -1.871 -2.989 5.648
H -3.132 -4.571 4.239
H -3.294 -4.159 1.779
H -2.207 -2.083 0.870
C 3.361 0.721 1.092
C 1.875 0.740 1.335
O 1.291 1.849 1.477
O 1.245 -0.361 1.378
H 3.816 1.630 1.478
H 3.528 0.684 0.013
H 3.807 -0.162 1.547
F -3.343 1.000 3.375
B -2.307 1.591 2.738
F -2.415 2.923 2.656
C -0.153 -1.621 -4.943
C 0.566 -2.163 -3.710
C 0.863 -1.100 -2.660
N -0.370 -0.495 -2.173
C -0.391 0.528 -1.256
S -1.752 0.578 -0.155
N 0.559 1.500 -1.273
C 1.336 1.950 -2.336
O 2.500 2.342 -2.125
C 0.721 1.995 -3.677
C 1.568 2.228 -4.771
C 1.060 2.344 -6.054
C -0.310 2.247 -6.282
C -1.161 2.029 -5.203
C -0.657 1.894 -3.917
H -0.325 -2.415 -5.673
H 0.436 -0.834 -5.421
H -1.116 -1.183 -4.681
H 1.522 -2.598 -4.010
H -0.017 -2.972 -3.255
H 1.502 -0.334 -3.096
H 1.418 -1.542 -1.825
H -1.118 -1.148 -2.007
H 0.810 1.882 -0.364
H 2.628 2.328 -4.574
H 1.733 2.521 -6.885
H -0.709 2.337 -7.286
H -2.231 1.963 -5.364
H -1.339 1.739 -3.090


4.
56
Properties=species:S:1:pos:R:3 method="wB97M-V/def2-TZVPD" spin_multiplicity=5 total_energy_ev=-52866.09422 charge=+2
Pt -0.270 0.471 0.237
O -2.958 0.886 0.688
C -2.297 0.557 -0.275
C -2.718 0.170 -1.577
C -4.060 0.280 -2.017
C -4.336 0.033 -3.320
C -3.255 -0.368 -4.288
C -1.940 -0.507 -3.841
C -1.649 -0.303 -2.520
P -0.032 -0.426 -1.779
C 1.241 -0.370 -2.991
C 1.719 -1.573 -3.522
C 2.646 -1.525 -4.549
C 3.084 -0.298 -5.033
C 2.608 0.894 -4.500
C 1.677 0.867 -3.476
C 0.050 -1.836 -0.682
C -1.099 -2.581 -0.285
C -0.959 -3.677 0.523
C 0.316 -4.053 0.967
C 1.456 -3.335 0.599
C 1.340 -2.234 -0.212
H -4.835 0.601 -1.334
H -5.343 0.138 -3.700
H -3.526 -0.560 -5.315
H -1.157 -0.791 -4.533
H 1.384 -2.530 -3.140
H 3.031 -2.444 -4.968
H 3.813 -0.271 -5.832
H 2.967 1.842 -4.875
H 1.313 1.792 -3.045
H -2.080 -2.291 -0.642
H -1.825 -4.253 0.820
H 0.419 -4.916 1.613
H 2.430 -3.639 0.957
H 2.214 -1.660 -0.488
F 3.364 1.057 2.502
B 3.754 0.389 1.433
F 1.679 0.508 0.445
F 4.308 1.007 0.411
F 3.708 -0.940 1.439
C -0.787 1.266 5.578
C -0.416 2.311 4.515
C -1.455 3.440 4.465
C 1.001 2.858 4.746
C -0.414 1.640 3.198
N -0.396 1.138 2.169
H -0.786 1.764 6.547
H -0.061 0.454 5.609
H -1.780 0.852 5.407
H -1.466 3.926 5.439
H -2.455 3.057 4.264
H -1.197 4.185 3.713
H 1.014 3.338 5.724
H 1.273 3.599 3.995
H 1.744 2.062 4.740


5.
61
Properties=species:S:1:pos:R:3 method="wB97M-V/def2-TZVPD" e_above_lowest_kcal_mol=0.0 total_energy_ev=-326880.35361 charge=-1
Tl 0.045 0.894 -0.040
C -0.372 -3.075 0.494
C -0.673 -2.811 -0.963
O -2.070 -2.654 -1.176
C -2.478 -1.444 -1.772
C -3.586 -0.792 -0.969
O -3.184 -0.706 0.374
C -3.868 0.265 1.120
C -3.434 0.156 2.567
O -2.046 0.353 2.689
C -1.295 -0.739 3.195
C -1.349 -2.013 2.379
O -0.484 -1.899 1.275
H 0.656 -3.448 0.573
H -1.048 -3.852 0.868
H -0.319 -3.663 -1.555
H -0.116 -1.929 -1.295
H -2.849 -1.632 -2.789
H -1.639 -0.749 -1.844
H -4.527 -1.354 -1.050
H -3.752 0.211 -1.390
H -4.958 0.123 1.056
H -3.629 1.269 0.741
H -3.742 -0.813 2.976
H -3.950 0.935 3.142
H -1.615 -0.963 4.223
H -0.262 -0.388 3.223
H -2.367 -2.226 2.034
H -1.027 -2.842 3.027
Br 6.806 -0.559 -2.156
C 5.273 -0.293 -1.074
C 5.389 -0.158 0.294
Br 7.084 -0.253 1.135
C 4.236 0.061 1.066
Br 4.328 0.251 2.952
C 2.963 0.155 0.509
O 1.895 0.371 1.216
C 2.838 -0.017 -0.930
O 1.655 0.035 -1.472
C 4.001 -0.218 -1.667
Br 3.768 -0.398 -3.543
N -6.088 8.659 -3.759
C -5.207 7.942 -3.582
C -4.107 7.046 -3.360
C -3.795 6.631 -2.067
C -2.742 5.762 -1.857
C -1.979 5.319 -2.935
C -2.289 5.737 -4.227
C -3.353 6.591 -4.440
N -0.901 4.447 -2.718
C -0.428 3.469 -3.580
C 0.626 2.892 -2.946
N 0.833 3.497 -1.726
C -0.085 4.408 -1.617
H -4.390 6.974 -1.233
H -2.524 5.402 -0.861
H -1.682 5.405 -5.059
H -3.595 6.918 -5.442
H -0.914 3.252 -4.514
H 1.233 2.056 -3.256
H -0.221 5.076 -0.782


6.
52
Properties=species:S:1:pos:R:3 method="wB97M-V/def2-TZVPD" e_above_lowest_kcal_mol=0.0 total_energy_ev=-102380.90902
C -4.153 0.818 -4.082
H -4.915 0.465 -4.771
H -3.400 1.362 -4.645
H -4.616 1.499 -3.369
C -3.507 -0.361 -3.352
N -2.432 0.111 -2.506
C -1.131 -0.178 -2.740
O -0.761 -0.771 -3.736
C -0.182 0.256 -1.674
C 1.040 -0.407 -1.603
C 1.958 -0.123 -0.614
C 1.667 0.857 0.331
C 0.462 1.554 0.243
C -0.453 1.257 -0.746
H -1.365 1.833 -0.795
H 0.243 2.334 0.959
N 2.530 1.190 1.378
C 3.758 0.673 1.674
O 4.327 -0.181 1.031
C 4.377 1.280 2.896
C 5.762 1.413 2.906
C 6.384 1.951 4.016
C 5.658 2.344 5.129
C 4.283 2.184 5.123
C 3.640 1.659 4.014
H 2.570 1.515 4.043
H 3.711 2.470 5.992
H 6.161 2.759 5.988
Br 8.276 2.157 4.020
H 6.328 1.091 2.046
H 2.198 1.940 1.968
H 2.894 -0.653 -0.564
H 1.251 -1.162 -2.345
H -2.697 0.529 -1.630
C -4.543 -1.128 -2.526
H -5.374 -1.393 -3.182
H -4.934 -0.467 -1.748
C -3.993 -2.411 -1.892
C -2.927 -2.175 -0.857
C -1.666 -2.740 -0.996
C -0.687 -2.532 -0.040
C -0.951 -1.748 1.068
C -2.206 -1.184 1.221
C -3.187 -1.405 0.271
H -4.171 -0.977 0.413
H -2.426 -0.578 2.089
H -0.184 -1.580 1.809
H 0.287 -2.982 -0.162
H -1.446 -3.343 -1.864
H -3.592 -3.050 -2.681
H -4.826 -2.942 -1.422
H -3.039 -1.028 -4.085


7.
59
Properties=species:S:1:pos:R:3 method="wB97M-V/def2-TZVPD" total_energy_ev=-93414.14343 charge=-2
Cs -1.359 -1.287 -1.156
O 0.082 -5.732 -1.823
C -0.043 -4.548 -1.505
N 0.241 -3.447 -2.213
C 0.439 -3.486 -3.541
O 0.246 -4.402 -4.349
C 0.972 -2.187 -4.115
C 1.606 -2.268 -5.363
C 2.069 -1.123 -5.954
C 1.873 0.099 -5.290
C 1.270 0.090 -4.057
N 0.847 -1.016 -3.466
C -0.527 -4.289 -0.088
C -1.404 -5.210 0.487
C -1.829 -4.997 1.780
C -1.391 -3.870 2.478
C -0.530 -3.005 1.819
N -0.087 -3.230 0.585
H 1.667 -3.247 -5.819
H 2.560 -1.131 -6.923
H 2.224 1.013 -5.740
H 1.115 1.010 -3.515
H -1.724 -6.057 -0.110
H -2.525 -5.683 2.261
H -1.764 -3.637 3.463
H -0.240 -2.067 2.287
C 1.636 4.850 1.567
C 1.543 4.418 0.098
S 0.878 2.745 -0.149
C 2.303 1.858 -0.805
C 3.452 1.582 0.163
S 3.025 0.399 1.462
C 3.115 1.372 2.975
C 2.173 2.572 3.086
S 2.948 4.104 2.519
H 0.705 4.625 2.091
H 1.795 5.933 1.620
H 2.517 4.472 -0.380
H 0.875 5.110 -0.411
H 2.698 2.389 -1.677
H 1.869 0.901 -1.129
H 3.787 2.500 0.653
H 4.295 1.176 -0.407
H 4.150 1.656 3.177
H 2.779 0.639 3.710
H 1.865 2.711 4.118
H 1.291 2.397 2.466
Cl -6.325 0.267 -0.169
C -5.307 0.856 1.140
C -5.881 1.421 2.258
C -5.096 1.917 3.333
C -3.695 1.798 3.206
C -3.131 1.230 2.080
Cl -1.357 1.087 1.996
C -3.837 0.661 0.883
N -3.301 0.123 -0.127
H -6.972 1.484 2.296
H -5.550 2.329 4.222
H -3.034 2.127 3.999


8.
50
Properties=species:S:1:pos:R:3 method="wB97M-V/def2-TZVPD" total_energy_ev=-41877.03421
C -3.691 2.285 1.115
C -2.218 2.565 1.098
O -1.512 1.347 1.160
C -0.189 1.659 1.025
C 0.655 0.436 1.153
C 2.068 0.599 1.342
C 2.714 1.890 1.365
C 4.102 2.032 1.517
Cl 4.795 3.584 1.568
C 4.916 0.881 1.681
C 4.326 -0.390 1.656
C 2.938 -0.521 1.546
O 0.126 2.857 0.909
H -4.233 3.217 0.904
H -4.003 1.530 0.381
H -4.032 1.978 2.105
H -1.955 3.084 0.176
H -1.938 3.164 1.972
H 0.145 -0.285 1.974
H 2.088 2.800 1.284
H 5.993 0.980 1.819
H 4.931 -1.311 1.778
H 2.455 -1.485 1.635
C -5.355 -1.227 -0.934
C -3.883 -1.306 -0.704
C -3.372 -1.576 0.578
C -2.007 -1.590 0.818
C -1.086 -1.290 -0.233
C 0.341 -1.072 0.053
C 1.325 -1.146 -1.051
C 2.457 -2.009 -0.951
C 3.513 -1.911 -1.853
C 3.426 -0.971 -2.885
C 2.321 -0.116 -3.017
C 1.265 -0.222 -2.112
C -1.615 -1.147 -1.553
C -2.993 -1.110 -1.773
H -5.562 -0.705 -1.864
H -5.820 -2.207 -1.026
H -5.863 -0.724 -0.110
H -4.045 -1.871 1.397
H -1.590 -1.835 1.813
H 0.685 -1.558 1.001
H 2.505 -2.710 -0.113
H 4.348 -2.633 -1.797
H 4.232 -0.915 -3.615
H 2.217 0.572 -3.855
H 0.398 0.454 -2.174
H -0.927 -1.045 -2.407
H -3.399 -1.028 -2.797